The following is a DFT calculation (ωB97M-V/def2-TZVPD) of a cluster of 3 separate species, C33H70BClN3O9P2 in total.

Its net charge is -1. Its HOMO-LUMO gap (alpha / beta) is 6.71 / 6.61 eV. The HOMO energy (alpha / beta) is -4.46 / -4.46 eV. Its spin multiplicity is 3. The total energy is -90029.3778 eV.

Last column: Mulliken charge in e.
Atoms and positions in Å:
C (-4.130, 0.225, 0.870)  -1.02
C (-2.938, 0.834, 1.049)  -0.46
C (-2.541, 1.586, 2.301)  -0.33
C (-1.855, 0.618, 3.321)  1.43
B (-2.912, -0.100, 4.322)  1.04
O (-2.592, -1.396, 4.726)  -0.82
N (-4.181, 0.447, 4.842)  0.05
C (-4.148, 1.866, 5.203)  -0.66
C (-5.369, 0.122, 4.056)  -1.21
O (-1.394, -0.490, 2.538)  -0.55
P (0.198, -0.266, 1.771)  0.48
C (-0.210, -1.491, 0.372)  -1.27
C (-0.012, -0.895, -1.006)  1.89
C (1.431, -0.685, -1.412)  -1.54
Cl (-0.784, -1.968, -2.280)  -0.35
O (0.469, 1.029, 2.953)  -0.74
C (-0.513, 1.127, 3.959)  1.51
C (-0.468, 2.598, 4.414)  -1.07
C (-0.019, 3.575, 3.331)  -0.73
O (-0.779, 4.790, 3.507)  -0.40
C (-0.529, 5.691, 2.452)  -0.39
C (-1.489, 5.499, 1.263)  -0.81
C (0.016, 0.120, 5.031)  -1.70
P (-0.359, 0.417, 6.754)  0.83
O (0.739, 1.102, 7.465)  -0.81
O (-1.716, 1.266, 6.927)  -0.46
O (-0.696, -0.999, 7.440)  -0.52
H (-5.055, 0.735, 1.118)  0.33
H (-4.188, -0.797, 0.506)  0.23
H (-2.194, 0.854, 0.261)  0.38
H (-1.890, 2.410, 2.016)  -0.82
H (-3.458, 2.039, 2.693)  0.71
H (-3.073, -2.024, 4.178)  0.28
H (-5.148, 2.289, 5.055)  0.42
H (-3.477, 2.469, 4.590)  0.16
H (-3.924, 1.995, 6.260)  0.13
H (-6.252, 0.222, 4.698)  0.36
H (-5.331, -0.918, 3.733)  0.32
H (-5.520, 0.788, 3.206)  0.30
H (0.637, -1.319, 2.662)  -0.30
H (1.572, -0.142, 1.367)  -0.09
H (-0.278, 0.795, 0.902)  -0.48
H (0.425, -2.383, 0.421)  0.43
H (-1.244, -1.836, 0.435)  0.29
H (-0.528, 0.058, -1.107)  -0.47
H (1.458, -0.154, -2.368)  0.31
H (1.954, -0.054, -0.697)  0.42
H (1.957, -1.627, -1.567)  0.31
H (-1.422, 2.937, 4.819)  -0.14
H (0.249, 2.674, 5.236)  0.74
H (1.032, 3.829, 3.480)  0.30
H (-0.201, 3.207, 2.326)  0.38
H (0.500, 5.592, 2.093)  0.30
H (-0.661, 6.696, 2.855)  0.38
H (-0.950, 5.294, 0.337)  0.13
H (-2.173, 4.668, 1.426)  0.26
H (-2.065, 6.408, 1.084)  0.40
H (1.098, 0.224, 4.984)  0.71
H (-0.219, -0.897, 4.726)  0.30
H (-1.460, 2.095, 7.352)  0.33
H (-1.351, -0.837, 8.130)  0.30
C (-2.846, 4.999, -4.317)  -1.70
C (-1.659, 4.026, -4.197)  1.84
C (-0.981, 3.852, -5.559)  -1.28
C (-1.798, 3.004, -6.534)  -0.49
C (-2.146, 1.654, -5.907)  -1.31
C (-2.850, 1.784, -4.556)  1.95
N (-2.097, 2.707, -3.647)  0.45
O (-1.083, 2.091, -3.137)  -0.53
C (-4.297, 2.269, -4.769)  -1.91
C (-2.975, 0.415, -3.900)  -1.83
C (-0.692, 4.694, -3.225)  -2.17
H (-3.531, 4.764, -5.127)  0.27
H (-3.412, 5.028, -3.385)  0.38
H (-2.472, 6.004, -4.515)  0.47
H (-0.006, 3.377, -5.414)  0.37
H (-0.786, 4.839, -5.987)  0.38
H (-2.705, 3.536, -6.834)  0.30
H (-1.223, 2.845, -7.449)  0.39
H (-2.781, 1.076, -6.583)  0.38
H (-1.225, 1.078, -5.777)  0.34
H (-4.745, 2.582, -3.825)  0.36
H (-4.895, 1.450, -5.168)  0.50
H (-4.391, 3.084, -5.484)  0.34
H (-2.016, -0.080, -3.775)  0.23
H (-3.596, -0.234, -4.520)  0.45
H (-3.447, 0.493, -2.919)  0.44
H (-1.136, 4.784, -2.233)  0.49
H (-0.459, 5.697, -3.587)  0.46
H (0.244, 4.147, -3.134)  0.38
C (6.042, -6.642, 0.260)  -1.73
C (4.801, -5.850, -0.190)  1.76
C (4.028, -6.640, -1.249)  -1.30
C (4.719, -6.659, -2.611)  -0.43
C (5.010, -5.234, -3.080)  -1.31
C (5.807, -4.417, -2.062)  1.82
N (5.183, -4.497, -0.703)  0.25
O (4.158, -3.713, -0.651)  -0.42
C (7.269, -4.903, -2.035)  -1.80
C (5.873, -2.959, -2.505)  -1.77
C (3.942, -5.701, 1.062)  -1.80
H (6.658, -7.006, -0.558)  0.28
H (6.667, -6.034, 0.916)  0.38
H (5.726, -7.523, 0.818)  0.45
H (3.034, -6.199, -1.368)  0.36
H (3.874, -7.660, -0.888)  0.38
H (5.641, -7.246, -2.565)  0.31
H (4.077, -7.159, -3.340)  0.38
H (5.557, -5.253, -4.026)  0.37
H (4.059, -4.730, -3.280)  0.36
H (7.798, -4.497, -1.172)  0.36
H (7.781, -4.559, -2.934)  0.47
H (7.374, -5.985, -2.028)  0.30
H (4.886, -2.527, -2.646)  0.26
H (6.404, -2.900, -3.456)  0.43
H (6.412, -2.355, -1.774)  0.46
H (4.450, -5.098, 1.815)  0.46
H (3.756, -6.690, 1.484)  0.42
H (2.980, -5.242, 0.849)  0.31